Below is a structure of composition C82H182O6P5, with properties calculated with ωB97M-V/def2-TZVPD.

Results
Energy relative to the best compared isomer or geometry (same formula, charge and spin)   612.1 kJ/mol

ORCA input file:
```
! RIJCOSX wB97M-V def2-TZVPD def2/J DEFGRID3
* xyz 3 1
C 1.93 2.56 8.67
C 1.92 1.12 9.30
C 3.34 0.49 9.26
C 3.97 0.16 7.84
P 5.69 -0.62 7.89
C 6.59 0.11 9.33
C 7.19 1.58 9.23
C 6.38 2.82 9.66
C 7.14 4.04 10.06
C 6.73 -0.36 6.39
C 8.08 -1.08 6.57
C 9.09 -0.70 5.54
C 10.50 -1.42 5.57
C 5.52 -2.44 8.09
C 4.95 -2.84 9.50
C 5.20 -4.36 9.83
C 4.38 -4.82 11.03
H 0.97 3.05 8.83
H 1.99 2.55 7.58
H 2.76 3.11 9.11
H 1.11 0.52 8.90
H 1.57 1.19 10.33
H 3.18 -0.49 9.72
H 4.05 0.98 9.92
H 4.03 0.98 7.12
H 3.39 -0.60 7.31
H 7.37 -0.59 9.64
H 5.91 -0.08 10.16
H 7.63 1.59 8.24
H 8.04 1.54 9.92
H 5.66 2.37 10.35
H 5.66 3.14 8.90
H 7.55 3.82 11.04
H 6.46 4.86 10.31
H 7.90 4.33 9.34
H 6.80 0.70 6.15
H 6.21 -0.89 5.59
H 7.88 -2.13 6.37
H 8.52 -0.91 7.55
H 9.37 0.34 5.70
H 8.83 -0.74 4.48
H 11.02 -1.39 6.53
H 11.15 -0.99 4.81
H 10.44 -2.44 5.21
H 6.48 -2.94 7.97
H 4.81 -2.63 7.29
H 3.88 -2.66 9.34
H 5.31 -2.23 10.33
H 6.25 -4.48 10.09
H 4.95 -4.95 8.95
H 4.69 -4.25 11.91
H 4.55 -5.89 11.13
H 3.31 -4.73 10.85
C -6.70 -11.20 -3.17
C -7.38 -9.83 -3.34
C -7.43 -9.06 -2.03
C -8.46 -9.65 -0.96
P -8.69 -8.70 0.60
C -9.73 -9.71 1.72
C -9.19 -11.14 2.01
C -7.93 -11.26 2.89
C -8.19 -10.86 4.38
C -7.04 -8.35 1.33
C -7.19 -7.45 2.64
C -5.82 -7.32 3.44
C -4.74 -6.58 2.68
C -9.47 -7.14 0.29
C -8.64 -6.05 -0.37
C -9.19 -4.57 -0.16
C -8.28 -3.56 -0.81
H -6.75 -11.68 -4.14
H -7.24 -11.91 -2.54
H -5.62 -11.15 -2.99
H -8.38 -9.98 -3.74
H -6.84 -9.19 -4.04
H -7.67 -8.02 -2.23
H -6.47 -9.14 -1.53
H -8.13 -10.60 -0.53
H -9.47 -9.80 -1.33
H -10.72 -9.68 1.26
H -9.77 -9.13 2.65
H -8.93 -11.48 1.00
H -9.89 -11.86 2.43
H -7.04 -10.78 2.46
H -7.76 -12.33 3.02
H -8.28 -9.80 4.64
H -7.36 -11.17 5.02
H -9.15 -11.21 4.76
H -6.47 -7.71 0.66
H -6.49 -9.29 1.33
H -7.94 -7.86 3.32
H -7.50 -6.41 2.50
H -5.59 -8.35 3.71
H -5.95 -6.81 4.39
H -3.92 -6.33 3.35
H -5.14 -5.67 2.23
H -4.46 -7.19 1.82
H -9.75 -6.89 1.31
H -10.36 -7.30 -0.32
H -8.53 -6.22 -1.44
H -7.68 -6.01 0.15
H -9.51 -4.30 0.85
H -10.14 -4.57 -0.69
H -7.86 -3.83 -1.78
H -7.48 -3.50 -0.07
H -8.77 -2.59 -0.82
C 3.89 -12.90 -5.39
C 2.50 -12.32 -4.93
C 2.63 -10.95 -4.30
C 3.27 -10.91 -2.89
P 3.20 -9.35 -2.05
C 1.59 -8.46 -2.27
C 1.41 -7.80 -3.65
C 1.06 -6.32 -3.48
C -0.27 -6.00 -2.85
C 3.49 -9.51 -0.22
C 4.97 -9.79 0.20
C 4.99 -10.08 1.72
C 6.37 -10.62 2.08
C 4.53 -8.31 -2.69
C 4.61 -6.86 -2.01
C 5.72 -6.05 -2.61
C 7.05 -6.53 -2.15
H 4.54 -12.67 -4.55
H 4.37 -12.35 -6.20
H 3.78 -13.94 -5.70
H 2.13 -12.97 -4.14
H 1.77 -12.32 -5.74
H 1.63 -10.56 -4.11
H 3.09 -10.23 -4.99
H 4.29 -11.29 -2.81
H 2.76 -11.65 -2.26
H 1.59 -7.70 -1.50
H 0.76 -9.10 -1.96
H 0.53 -8.16 -4.17
H 2.16 -7.90 -4.43
H 1.01 -5.96 -4.51
H 1.78 -5.62 -3.06
H -0.42 -4.93 -2.71
H -0.38 -6.47 -1.87
H -1.12 -6.30 -3.47
H 2.72 -10.16 0.17
H 3.21 -8.58 0.28
H 5.63 -8.96 -0.04
H 5.25 -10.66 -0.38
H 4.15 -10.77 1.86
H 4.76 -9.22 2.35
H 7.14 -9.97 1.67
H 6.68 -11.63 1.78
H 6.44 -10.73 3.16
H 4.52 -8.38 -3.78
H 5.45 -8.82 -2.42
H 4.75 -6.85 -0.93
H 3.69 -6.32 -2.24
H 5.72 -5.05 -2.18
H 5.53 -5.89 -3.67
H 7.17 -6.72 -1.09
H 7.85 -5.84 -2.41
H 7.29 -7.48 -2.63
C -2.23 13.57 -2.88
C -3.73 13.66 -2.42
C -4.53 12.50 -2.95
C -5.96 12.25 -2.45
P -7.05 11.03 -3.20
C -7.24 11.31 -5.06
C -6.10 10.87 -6.03
C -6.24 11.37 -7.49
C -7.42 10.95 -8.40
C -8.64 11.04 -2.30
C -9.85 10.50 -3.09
C -9.82 8.99 -3.32
C -9.49 8.06 -2.05
C -6.24 9.46 -2.88
C -6.16 9.03 -1.40
C -5.45 7.68 -1.15
C -5.57 7.20 0.29
H -2.02 13.63 -3.94
H -1.89 12.60 -2.52
H -1.58 14.36 -2.48
H -4.05 14.64 -2.76
H -3.78 13.86 -1.35
H -4.00 11.58 -2.73
H -4.43 12.55 -4.04
H -6.40 13.22 -2.65
H -5.81 12.11 -1.37
H -7.38 12.38 -4.96
H -8.16 10.87 -5.45
H -5.91 9.80 -6.04
H -5.11 11.24 -5.77
H -5.35 11.05 -8.02
H -6.22 12.46 -7.50
H -7.30 9.90 -8.64
H -7.44 11.49 -9.35
H -8.33 11.08 -7.82
H -8.87 12.09 -2.13
H -8.43 10.69 -1.28
H -9.89 10.88 -4.11
H -10.84 10.77 -2.70
H -9.05 8.77 -4.06
H -10.81 8.73 -3.70
H -8.44 7.79 -1.97
H -10.03 7.12 -2.13
H -9.83 8.58 -1.15
H -5.25 9.43 -3.34
H -6.88 8.73 -3.38
H -7.17 9.06 -0.99
H -5.59 9.76 -0.82
H -4.46 7.67 -1.60
H -5.90 6.83 -1.67
H -6.57 6.84 0.55
H -5.20 8.03 0.90
H -4.91 6.34 0.37
C 7.40 4.00 -6.76
C 6.30 4.74 -6.06
C 5.98 4.17 -4.67
C 4.70 4.62 -3.95
P 4.70 6.30 -3.22
C 3.39 6.68 -2.11
C 3.54 7.96 -1.28
C 2.28 8.35 -0.50
C 2.59 9.49 0.47
C 4.58 7.54 -4.60
C 3.37 7.29 -5.51
C 2.99 8.37 -6.52
C 2.79 9.83 -5.90
C 6.34 6.59 -2.49
C 6.88 5.67 -1.37
C 8.12 6.23 -0.60
C 7.99 7.59 0.06
H 8.32 4.26 -6.23
H 7.59 4.27 -7.80
H 7.27 2.93 -6.62
H 5.48 4.72 -6.78
H 6.54 5.79 -5.88
H 6.86 4.08 -4.03
H 5.77 3.12 -4.83
H 4.64 3.97 -3.08
H 3.80 4.58 -4.56
H 3.06 5.84 -1.51
H 2.50 6.78 -2.73
H 3.82 8.80 -1.92
H 4.41 7.80 -0.65
H 1.94 7.49 0.07
H 1.47 8.67 -1.16
H 3.38 9.20 1.16
H 1.75 9.72 1.13
H 2.76 10.44 -0.04
H 5.52 7.47 -5.13
H 4.71 8.56 -4.23
H 2.49 7.28 -4.86
H 3.52 6.28 -5.87
H 2.15 7.94 -7.05
H 3.82 8.39 -7.22
H 3.74 10.30 -5.66
H 2.24 9.79 -4.97
H 2.29 10.46 -6.64
H 6.27 7.57 -2.01
H 7.11 6.64 -3.25
H 7.09 4.70 -1.83
H 6.18 5.53 -0.55
H 9.00 6.40 -1.22
H 8.34 5.47 0.14
H 6.95 7.88 0.23
H 8.32 8.38 -0.61
H 8.63 7.54 0.93
O -3.43 1.90 -5.92
C -2.86 3.00 -5.58
O -2.06 2.87 -4.67
O -3.18 4.08 -6.11
H -2.82 1.78 -5.19
O 0.50 -0.17 0.52
C 1.67 -0.38 1.15
O 1.94 -1.46 1.69
O 2.38 0.64 1.27
H 0.76 0.69 0.18
*
```

These are the Löwdin partial charges, in e, on atoms 1 to 4:
1 C -0.094
2 C -0.231
3 C -0.220
4 C -0.200

Below is a structure of composition C82H98O32S8, with properties calculated with ωB97M-V/def2-TZVPD.

ORCA input file:
```
! RIJCOSX wB97M-V def2-TZVPD def2/J DEFGRID3
* xyz 0 1
C -0.53 -5.68 -1.62
C -1.01 -4.83 -2.82
O -2.31 -4.50 -2.47
S -2.69 -4.61 -0.93
O -3.54 -5.78 -0.80
O -3.08 -3.30 -0.48
O -1.17 -5.01 -0.50
H 0.55 -5.76 -1.49
H -0.96 -6.68 -1.73
H -0.93 -5.31 -3.80
H -0.42 -3.90 -2.79
C 1.89 2.26 6.14
C 1.00 2.60 4.91
O 1.07 4.04 4.78
S 1.09 4.62 6.29
O -0.25 4.77 6.77
O 1.82 5.84 6.38
O 1.86 3.42 6.96
H 2.89 1.94 5.90
H 1.39 1.38 6.56
H 0.00 2.29 5.17
H 1.30 2.09 4.01
C -7.61 0.91 1.51
C -8.26 0.98 0.07
O -7.21 0.48 -0.75
S -5.77 0.87 -0.18
O -5.29 2.03 -0.85
O -5.04 -0.35 -0.03
O -6.31 1.36 1.24
H -7.57 -0.15 1.86
H -8.13 1.55 2.23
H -8.63 1.97 -0.25
H -9.12 0.32 0.00
C -1.47 -3.68 2.63
C 0.02 -3.55 2.41
O 0.59 -4.80 2.72
S -0.53 -5.93 3.11
O -0.69 -6.07 4.49
O -0.25 -7.07 2.27
O -1.73 -5.09 2.50
H -2.10 -3.20 1.88
H -1.65 -3.27 3.63
H 0.40 -2.84 3.07
H 0.12 -3.28 1.37
C 2.87 -6.76 1.33
C 4.32 -6.21 1.25
O 4.32 -5.25 0.26
S 2.84 -4.81 -0.14
O 2.85 -4.65 -1.54
O 2.48 -3.71 0.62
O 2.15 -6.10 0.31
H 2.46 -6.54 2.33
H 2.78 -7.84 1.17
H 5.03 -7.02 0.97
H 4.55 -5.74 2.19
C 3.62 6.25 2.48
C 2.11 6.09 2.73
O 1.95 4.72 2.36
S 3.25 3.98 1.95
O 3.13 3.10 0.88
O 3.92 3.42 3.08
O 3.99 5.32 1.50
H 4.18 6.04 3.37
H 3.84 7.23 2.05
H 1.45 6.68 2.09
H 1.83 6.27 3.75
C -3.00 -1.56 -3.26
C -3.67 -0.11 -3.16
O -5.03 -0.33 -3.25
S -5.20 -1.35 -4.53
O -5.16 -0.71 -5.80
O -6.34 -2.14 -4.34
O -3.85 -2.27 -4.22
H -3.05 -1.99 -2.25
H -1.98 -1.56 -3.62
H -3.28 0.57 -3.92
H -3.44 0.27 -2.16
C -6.79 -2.78 -0.13
C -7.14 -4.19 -0.86
O -8.11 -4.79 -0.06
S -9.04 -3.64 0.61
O -9.51 -4.11 1.85
O -10.00 -3.23 -0.34
O -7.84 -2.54 0.80
H -6.85 -1.99 -0.85
H -5.82 -2.68 0.36
H -6.28 -4.87 -0.85
H -7.43 -3.99 -1.92
C -5.20 -0.87 4.75
C -6.30 -1.04 5.56
C -7.28 -1.94 5.26
C -7.04 -2.88 4.25
C -5.93 -2.72 3.45
C -5.03 -1.65 3.62
H -4.47 -0.12 4.98
H -6.47 -0.46 6.47
H -8.16 -1.99 5.93
H -7.83 -3.67 4.17
H -5.85 -3.38 2.60
H -4.21 -1.49 2.97
C 0.51 -0.62 0.67
C 1.73 0.06 0.49
C 2.17 0.41 -0.80
C 1.43 -0.05 -1.89
C 0.23 -0.73 -1.69
C -0.22 -1.05 -0.44
H 0.26 -0.91 1.68
H 2.19 0.36 1.44
H 3.11 0.94 -0.99
H 1.81 0.20 -2.91
H -0.27 -1.07 -2.57
H -1.16 -1.62 -0.40
C 0.34 -2.37 -5.09
C -0.45 -3.09 -6.00
C -0.20 -4.42 -6.22
C 0.90 -5.01 -5.62
C 1.71 -4.34 -4.74
C 1.43 -2.98 -4.54
H 0.04 -1.36 -4.87
H -1.34 -2.64 -6.45
H -0.82 -5.01 -6.87
H 1.10 -6.05 -5.80
H 2.55 -4.83 -4.25
H 2.07 -2.45 -3.85
C 6.83 -1.79 -3.84
C 5.88 -2.13 -2.88
C 4.91 -1.18 -2.54
C 4.81 0.00 -3.24
C 5.67 0.32 -4.27
C 6.70 -0.60 -4.52
H 7.71 -2.39 -4.17
H 5.85 -3.06 -2.36
H 4.10 -1.47 -1.88
H 3.99 0.65 -2.99
H 5.57 1.32 -4.68
H 7.49 -0.28 -5.19
C 6.16 3.47 -1.15
C 6.36 4.82 -1.47
C 7.19 5.19 -2.51
C 7.96 4.21 -3.13
C 7.80 2.88 -2.79
C 6.93 2.55 -1.77
H 5.49 3.11 -0.41
H 5.83 5.58 -0.92
H 7.41 6.23 -2.77
H 8.69 4.56 -3.88
H 8.42 2.07 -3.19
H 6.87 1.47 -1.54
C -2.85 3.19 -4.01
C -1.49 2.75 -4.07
C -1.09 1.76 -4.99
C -2.04 1.26 -5.88
C -3.34 1.74 -5.90
C -3.76 2.75 -5.00
H -3.04 3.96 -3.26
H -0.75 3.30 -3.51
H -0.07 1.44 -5.12
H -1.67 0.56 -6.62
H -4.06 1.38 -6.64
H -4.78 3.12 -5.09
C -3.24 3.40 3.80
C -3.76 2.46 2.92
C -2.99 1.99 1.88
C -1.73 2.56 1.60
C -1.25 3.52 2.45
C -1.99 3.88 3.58
H -3.77 3.63 4.70
H -4.79 2.16 3.04
H -3.30 1.14 1.29
H -1.14 2.26 0.74
H -0.26 3.94 2.36
H -1.52 4.56 4.27
C 0.85 -0.60 4.51
C 0.69 -1.38 5.65
C -0.58 -1.58 6.24
C -1.68 -0.94 5.67
C -1.53 -0.17 4.55
C -0.27 -0.06 3.94
H 1.86 -0.41 4.10
H 1.55 -1.80 6.18
H -0.71 -2.15 7.15
H -2.64 -1.04 6.18
H -2.39 0.27 4.06
H -0.15 0.54 3.01
C 0.40 4.93 -0.85
C -0.04 6.09 -0.28
C 0.76 7.27 -0.36
C 2.09 7.16 -0.81
C 2.53 5.90 -1.35
C 1.69 4.80 -1.35
H -0.23 4.06 -0.81
H -1.06 6.13 0.05
H 0.45 8.22 0.08
H 2.79 7.99 -0.68
H 3.54 5.77 -1.72
H 2.07 3.88 -1.73
C 4.46 -0.07 5.15
C 4.30 -1.25 5.89
C 4.06 -2.49 5.24
C 4.05 -2.52 3.83
C 4.22 -1.33 3.09
C 4.47 -0.11 3.72
H 4.67 0.83 5.69
H 4.42 -1.21 6.97
H 3.95 -3.40 5.84
H 3.93 -3.46 3.29
H 4.32 -1.36 2.02
H 4.72 0.77 3.14
C 3.49 3.33 -6.73
C 2.50 2.82 -5.93
C 2.67 2.86 -4.53
C 3.83 3.39 -4.01
C 4.86 3.89 -4.83
C 4.64 3.85 -6.18
H 3.42 3.26 -7.82
H 1.62 2.38 -6.36
H 1.89 2.44 -3.85
H 4.16 3.30 -2.98
H 5.82 4.20 -4.38
H 5.45 4.04 -6.89
*
```

These are the Löwdin partial charges, in e, on atoms 1 to 4:
1 C -0.106
2 C -0.161
3 O -0.197
4 S 0.657

no.,E_LUMO (eV),orbital gap (eV)
1,-3.70,4.60
2,0.13,9.39